A structure of composition C22H56Be3N5O11, computed with wB97M-V/def2-TZVPD.

```
97
Properties=species:S:1:pos:R:3:forces:R:3:lowdin_charge:R:1
C -3.408 -2.759 1.942 -1.33 -1.13 0.35 -0.411
H -3.597 -3.215 -1.883 -0.77 -0.09 0.63 0.106
C 2.778 3.333 -0.499 1.62 -1.12 1.16 -0.396
H -0.197 -2.515 2.139 -0.49 -0.37 -0.13 0.019
O -0.930 0.518 0.424 -2.33 -1.27 -0.99 -0.067
H -0.718 1.139 -2.267 -0.10 -0.68 2.27 0.034
C 3.051 -2.289 4.322 -0.89 -0.99 3.58 -0.375
H 1.409 -5.411 0.221 0.06 0.01 -0.29 0.097
C -3.668 3.140 -5.086 -1.36 0.12 -0.48 -0.100
H 4.773 2.800 -1.416 -0.39 0.46 -0.39 0.101
N 2.171 1.990 -0.679 -1.79 1.11 -0.07 0.071
N 1.569 -2.028 4.427 0.11 1.11 -1.82 0.091
C -3.470 -4.080 2.754 -0.15 -0.23 -1.02 -0.028
H 2.410 -4.862 1.500 0.10 0.30 -0.05 0.059
H 3.087 1.533 2.043 0.15 -0.09 -0.33 0.074
H -3.769 -3.832 0.175 -0.27 -0.13 -0.10 0.132
H -2.965 -4.906 2.250 0.05 0.14 -0.26 0.088
H 1.652 -2.461 0.801 -0.06 0.23 0.05 0.127
H -0.426 -4.185 1.875 -0.31 0.15 0.37 0.080
H -0.927 0.322 -4.060 -0.26 0.22 -0.13 0.095
H -1.890 4.105 -3.510 0.38 0.01 0.50 0.123
H 3.837 0.050 1.208 -0.62 0.18 -0.30 0.101
H 2.457 3.918 -2.442 -0.20 0.49 -0.44 0.133
H -0.321 6.135 -2.356 0.10 -0.02 0.18 0.098
Be -3.151 0.314 1.555 1.88 -0.20 -0.94 1.140
O 3.182 -0.148 3.144 -2.38 -0.06 1.38 -0.252
H 2.720 1.388 -0.080 -0.61 -0.28 0.31 0.028
C 3.715 0.650 2.114 1.29 -0.48 0.23 -0.105
H -0.478 -4.133 -0.440 -0.19 0.01 -1.08 0.138
O 0.868 -2.856 -1.556 -1.19 -0.87 0.27 -0.151
H -1.984 2.038 -2.076 -0.16 0.42 -0.05 0.088
C 1.029 -3.360 0.736 -0.54 0.63 0.75 -0.432
C 3.703 -1.491 3.254 0.72 1.69 -0.22 -0.136
H -5.201 -2.959 0.689 -0.13 0.64 -0.33 0.146
H 3.640 -1.943 2.263 0.14 -0.21 0.05 0.138
H 2.729 -4.258 -0.154 0.01 -0.35 -0.06 0.095
N -0.969 2.104 -2.070 1.00 -0.82 -0.38 0.091
H 1.245 -1.575 -2.907 -0.16 1.00 -0.10 0.108
H 1.034 -2.468 5.168 0.72 0.02 0.64 0.106
H 2.373 1.634 -1.608 -0.30 0.19 -0.28 0.099
N 0.230 -3.421 1.976 1.09 -0.25 0.10 0.053
H -4.317 2.348 -5.459 -0.23 0.11 0.30 0.098
H 0.431 2.966 -3.302 0.12 -0.02 -0.48 0.111
C -3.031 3.628 0.540 1.98 0.81 -1.07 -0.742
H 4.546 2.084 0.060 -0.59 0.05 0.43 0.056
O 0.650 1.005 1.720 3.20 1.94 2.62 -0.082
H 4.717 -1.303 3.612 0.39 -0.69 -0.57 0.157
H -3.072 -4.112 3.768 -0.03 0.67 0.03 0.091
O -4.304 3.926 0.783 0.91 -0.43 -1.11 0.168
H -2.403 -2.417 1.703 0.06 0.10 0.49 0.090
O 1.020 4.921 -1.270 -0.47 -0.94 -0.49 -0.221
O -2.510 2.526 0.936 -0.23 -2.33 1.56 -0.083
O -2.590 2.484 -4.481 0.48 -0.07 -0.46 -0.186
H -4.131 -1.533 -2.201 -0.11 -0.07 0.13 0.100
H 4.303 -4.135 4.238 0.12 0.43 0.44 0.109
H -4.525 -4.362 2.771 -0.02 -0.16 0.29 0.098
H 1.383 6.730 -2.196 -0.23 0.20 -0.07 0.103
C -3.464 -2.165 -1.618 0.77 0.05 -0.84 -0.056
C 0.770 -1.509 -1.928 0.26 -0.66 -0.56 -0.107
H 2.562 3.601 0.543 -0.39 0.39 0.03 0.128
H -4.398 4.502 0.002 -1.21 0.71 0.51 0.150
Be 0.945 0.388 4.066 1.07 -3.51 -4.00 1.169
C 0.733 5.876 -2.383 0.27 -0.50 1.05 -0.001
N -4.198 -1.756 2.704 1.10 1.81 -0.44 0.095
H -4.201 3.804 -4.400 -0.07 -0.25 0.35 0.091
C -0.282 0.194 1.446 -1.58 1.88 1.45 -0.950
H 1.009 5.442 -3.344 -0.11 -0.23 0.06 0.092
C -0.211 1.126 -4.229 0.93 -0.02 0.07 -0.035
H 3.037 -4.075 3.119 -0.14 0.18 -0.02 0.049
C 4.300 3.014 -0.455 0.89 0.78 -0.48 -0.033
H 0.745 0.826 -3.791 0.17 -0.63 -0.56 0.078
O -3.512 -1.859 -0.219 -1.09 0.08 0.39 -0.223
H -3.512 3.779 -5.961 1.04 -0.17 -0.05 0.100
H -1.100 3.865 -5.014 0.11 -0.44 -0.37 0.139
H -0.277 -1.201 -1.958 0.00 0.18 -0.31 0.063
H -0.610 -2.364 -0.159 -0.28 0.06 -0.34 0.097
H -0.112 1.329 -5.294 0.12 -0.25 0.02 0.113
O -0.668 -0.592 2.381 -0.58 -0.47 0.81 -0.110
H -4.204 -2.071 3.670 0.36 0.89 0.41 0.101
C -4.116 -2.886 0.597 2.26 -1.00 -0.25 -0.169
H 4.924 3.763 0.035 -0.20 0.27 -0.13 0.098
C 1.959 -4.532 0.565 -0.20 -0.46 -0.03 -0.034
H -2.440 -2.056 -1.985 0.09 0.71 0.26 0.074
O -2.293 4.405 -0.138 -0.21 -1.15 1.15 0.019
H 3.417 -2.077 5.329 0.52 0.59 -0.26 0.149
C 2.329 4.411 -1.473 0.83 -0.37 0.36 -0.214
C 3.270 -3.795 4.151 0.17 -0.60 -1.61 -0.022
H 2.648 -4.478 4.729 -0.02 0.52 0.55 0.104
H 1.298 -0.835 -1.244 0.15 0.05 0.05 0.077
H -5.182 -1.774 2.456 -0.02 -0.01 -0.34 0.098
H 3.001 5.266 -1.373 0.36 -0.16 -0.25 0.147
C 0.060 -3.180 -0.440 1.82 0.23 1.32 -0.189
C -1.504 3.310 -4.161 -0.24 0.28 0.09 -0.206
H 1.384 -2.662 3.639 -1.90 0.66 -0.71 0.047
C -0.482 2.396 -3.492 -1.31 3.00 0.95 -0.374
H 4.750 0.892 2.372 -0.06 0.46 0.12 0.115
Be -0.134 2.969 0.141 -1.47 -1.95 -3.04 1.053
```
Positions in Å, forces in eV/Å.

* total charge: +3
* LUMO: -11.518 eV
* M: 593.75 g mol⁻¹
* calculated total energy: -54865.1943 eV
* HOMO-LUMO gap: 4.25 eV

---

The ion C9H16N4O with charge +2, computed with wB97M-V/def2-TZVPD.

```
30
Properties=species:S:1:pos:R:3:forces:R:3:lowdin_charge:R:1
H -2.572 -2.478 0.786 -2.19 0.60 -0.09 0.111
H 0.657 1.539 2.295 0.05 0.26 -0.66 0.206
O -0.692 0.615 0.379 -2.06 -1.43 0.24 0.088
C -1.722 -0.291 0.052 4.82 2.52 1.20 -0.069
H -1.901 -0.355 -1.923 0.38 -0.69 0.01 0.188
H -2.125 -1.893 -1.012 0.59 0.05 -1.00 0.124
C 2.379 2.042 1.337 0.67 -2.62 -1.54 -0.282
H 0.562 -1.713 -0.543 0.08 -0.11 0.16 0.130
C 0.059 -1.421 -1.459 -1.01 -1.90 -0.39 -0.125
C 0.668 0.874 0.281 3.15 0.33 -1.54 -0.101
C 1.951 0.871 -0.577 -5.74 -1.35 2.39 -0.175
N 1.139 1.584 1.390 -1.05 0.99 2.24 0.176
H 2.647 2.858 3.059 -1.07 1.20 2.59 0.097
C -1.437 -1.038 -1.155 -0.78 -0.05 -0.14 -0.085
H -0.003 -2.356 -2.091 -0.22 0.75 1.05 0.150
N 3.145 2.549 2.305 0.33 -0.50 -2.17 0.244
H 0.236 0.304 -2.695 0.82 -0.59 0.06 0.152
H 1.248 -1.083 -3.160 0.62 0.05 -0.32 0.127
N 2.877 1.534 0.146 -0.48 0.87 0.63 0.223
H -3.510 0.404 0.534 -1.84 1.45 -0.37 0.116
C -3.503 -1.796 0.899 0.30 -1.05 2.66 -0.064
H -2.603 -0.032 2.026 -0.41 -0.19 -1.44 0.162
H -4.097 -2.214 1.840 1.83 1.47 -1.23 0.139
H -4.349 -1.882 0.242 0.43 -0.18 -1.32 0.077
H 4.110 2.299 2.444 0.08 -0.01 -0.20 0.150
C 0.913 -0.517 -2.314 -1.03 2.41 0.32 -0.136
C -2.922 -0.333 0.975 2.31 -1.82 1.01 -0.099
N 2.080 0.110 -1.631 2.37 -0.85 -3.61 0.072
H 3.806 1.669 -0.164 1.05 0.28 -0.33 0.180
H 2.958 0.148 -2.268 -1.99 0.11 1.78 0.221
```
Positions in Å, forces in eV/Å.

* total charge: +2
* LUMO (spin up / spin down): -8.161 / -8.163 eV
* energy above the lowest of the compared OMol25 structures with the same formula, charge and spin: 56.8 kcal per mole
* M: 196.25 g mol⁻¹
* calculated total energy: -17580.8466 eV
* HOMO-LUMO gap (spin up / spin down): 6.77 / 6.77 eV

---

A cluster of 2 separate species, C5H10O in total, computed with wB97M-V/def2-TZVPD.

```
16
Properties=species:S:1:pos:R:3:forces:R:3:lowdin_charge:R:1
C 1.163 -1.179 -0.879 0.05 0.01 0.01 -0.071
C -0.022 -0.807 -0.029 0.01 0.04 0.15 -0.436
H 1.093 -0.190 1.660 -0.13 -0.04 -0.08 0.064
O 0.549 2.742 -0.930 -0.21 -0.07 0.44 -0.014
H 2.107 -1.034 -0.346 -0.15 0.00 -0.06 0.076
H 1.101 -2.229 -1.191 -0.02 0.16 0.04 0.081
H -2.187 -0.723 -0.002 0.13 -0.04 -0.08 0.074
H -1.449 -0.415 -1.590 0.03 -0.08 0.12 0.084
H 1.186 -0.572 -1.792 -0.02 -0.07 0.12 0.084
H -1.509 -2.058 -0.956 0.04 0.15 0.04 0.081
H 0.593 2.611 1.092 0.00 0.00 -0.16 0.079
C 0.112 -0.327 1.209 -0.01 -0.08 -0.10 -0.004
C -1.369 -1.008 -0.671 -0.05 0.02 0.01 -0.075
H -1.065 2.412 0.248 0.12 0.00 -0.09 0.082
H -0.753 -0.068 1.816 0.10 -0.05 -0.11 0.064
C 0.025 2.581 0.142 0.11 0.05 -0.24 -0.171
```
Positions in Å, forces in eV/Å.

* SMILES: C=C(C)C.C=O
* total charge: 0
* LUMO: 0.937 eV
* energy above the lowest of the compared OMol25 structures with the same formula, charge and spin: 34.3 kcal per mole
* M: 86.13 g mol⁻¹
* calculated total energy: -7393.2785 eV
* HOMO-LUMO gap: 10.43 eV

---

A structure of composition C16H30HoN4O, computed with wB97M-V/def2-TZVPD.

```
52
Properties=species:S:1:pos:R:3:forces:R:3:lowdin_charge:R:1
H 10.382 5.967 9.711 0.21 0.54 0.16 0.131
O 8.129 8.290 7.596 -0.28 0.37 -1.05 -0.288
C 9.666 11.110 6.853 -0.61 -1.46 0.28 -0.005
C 10.389 7.452 11.198 0.86 0.15 0.00 -0.214
H 6.638 9.890 12.402 0.13 0.20 0.14 0.138
N 10.144 6.967 9.811 -0.24 -0.61 -0.59 -0.072
H 5.566 9.196 4.082 -0.07 0.62 0.31 0.113
C 7.418 9.271 11.967 -0.03 -0.07 -0.03 -0.161
C 7.298 10.149 6.257 0.06 0.15 0.35 -0.116
H 4.154 10.106 4.791 -0.07 -0.10 -0.44 0.088
H 4.771 8.651 5.540 -0.01 0.35 -0.20 0.089
H 6.336 9.588 10.171 0.57 0.19 0.31 0.125
C 5.555 14.033 7.287 -0.90 -0.45 -0.41 -0.006
H 6.167 7.603 12.570 0.72 0.06 -0.12 0.141
H 9.821 5.697 12.329 -0.42 1.51 -0.14 0.156
N 8.000 6.779 11.842 1.07 0.52 0.30 -0.268
H 11.414 7.231 11.543 -0.21 0.30 -0.37 0.155
H 10.269 8.535 11.182 0.03 0.08 0.05 0.120
H 7.901 10.082 10.087 -0.16 0.15 0.00 0.108
C 6.235 5.106 11.334 -1.30 -0.80 -0.51 -0.218
H 4.555 14.157 6.806 0.85 0.00 0.20 0.106
C 7.511 12.384 7.117 0.75 0.23 0.16 0.017
C 5.071 9.567 4.995 0.08 -0.79 1.18 -0.015
C 9.496 6.787 12.208 -0.70 -1.49 0.46 -0.134
C 7.444 5.417 12.113 0.67 0.32 1.14 -0.182
H 5.385 5.732 11.576 -0.14 0.21 0.23 0.126
C 6.147 12.697 6.893 0.18 -0.67 0.64 -0.183
C 7.572 8.788 6.511 -1.21 -0.33 0.38 -0.080
H 9.951 10.081 7.244 -0.06 1.10 -0.92 0.081
H 4.318 11.875 6.094 0.40 0.01 -0.13 0.138
H 7.202 5.329 13.180 0.15 -0.12 -0.08 0.162
N 6.475 5.254 9.877 -0.38 -0.15 -1.36 -0.082
C 5.379 11.691 6.288 -0.17 -0.06 -0.16 0.016
H 10.696 7.459 9.086 -0.09 -0.25 0.70 0.130
H 7.520 7.940 13.608 0.35 -0.17 0.68 0.136
H 7.054 8.050 5.873 0.26 0.20 0.27 0.146
H 5.357 14.160 8.366 0.41 -0.33 -0.30 0.107
H 5.922 4.071 11.534 0.04 0.31 0.16 0.158
C 5.912 10.470 5.891 0.85 -0.38 -0.96 -0.148
H 8.146 13.111 7.632 -0.25 0.09 -0.46 0.135
H 10.126 11.338 5.860 -0.31 -0.41 0.83 0.123
H 10.042 11.809 7.593 -0.03 0.29 -0.12 0.080
C 8.136 11.192 6.754 -0.19 1.12 0.83 -0.184
H 6.222 14.828 6.969 0.00 0.18 0.00 0.098
N 7.302 9.344 10.451 -0.45 -0.49 0.65 -0.067
Ho 7.812 7.264 9.472 0.40 -0.07 -0.85 1.791
H 6.839 4.369 9.514 0.45 0.09 0.15 0.121
C 7.251 7.870 12.572 -1.22 -0.47 -1.31 -0.145
H 8.227 4.685 11.897 -0.12 0.08 0.00 0.134
H 8.383 9.667 12.284 -0.03 0.19 -0.33 0.128
H 9.637 7.264 13.188 -0.01 -0.15 -0.24 0.150
H 5.576 5.250 9.367 0.17 0.22 0.49 0.125
```
Positions in Å, forces in eV/Å.

* total charge: +3
* LUMO (spin up / spin down): -9.697 / -9.655 eV
* energy above the lowest of the compared OMol25 structures with the same formula, charge and spin: 0.0 kcal per mole
* expectation value of S²: 6.00
* M: 459.37 g mol⁻¹
* spin multiplicity: 5
* calculated total energy: -50861.2379 eV
* HOMO-LUMO gap (spin up / spin down): 7.56 / 7.60 eV